# C47H61N3O3P2PdSSb

A molecular structure, C47H61N3O3P2PdSSb (wB97M-V/def2-TZVPD, the Open Molecules 2025 dataset).

Atoms and positions in Å:
Pd 0.165 -0.657 0.035
C -0.722 1.011 3.923
P -0.132 -0.189 2.641
C -1.323 -1.563 3.075
N -1.657 -1.732 4.325
C -2.462 -2.788 4.646
C -2.836 -2.996 5.990
C -3.608 -4.076 6.322
C -4.031 -4.986 5.329
C -3.682 -4.797 4.020
C -2.896 -3.682 3.658
N -2.608 -3.457 2.342
C -1.878 -2.417 2.037
P -1.603 -2.001 0.236
C -1.881 -3.659 -0.486
C -3.259 -1.167 -0.112
C -3.217 -0.710 -1.574
C -3.375 0.066 0.785
C -4.482 -2.062 0.090
C 1.464 -0.810 3.411
C 2.469 0.333 3.197
C 1.925 -2.049 2.640
C 1.418 -1.142 4.902
H -0.782 0.588 4.924
H -1.717 1.362 3.639
H -0.052 1.873 3.921
H -2.488 -2.283 6.727
H -3.898 -4.244 7.352
H -4.640 -5.835 5.614
H -3.996 -5.469 3.232
H -2.744 -4.169 -0.062
H -0.990 -4.261 -0.310
H -1.991 -3.553 -1.567
H -2.356 -0.063 -1.753
H -4.128 -0.148 -1.811
H -3.156 -1.554 -2.266
H -2.464 0.669 0.740
H -3.550 -0.207 1.830
H -4.223 0.678 0.456
H -4.546 -2.829 -0.683
H -5.390 -1.452 0.024
H -4.479 -2.561 1.059
H 2.406 0.747 2.192
H 3.485 -0.044 3.351
H 2.303 1.142 3.914
H 2.023 -1.866 1.571
H 1.240 -2.889 2.799
H 2.912 -2.348 3.010
H 1.170 -0.273 5.514
H 2.415 -1.480 5.206
H 0.711 -1.934 5.134
O 5.050 -2.247 -0.621
C 4.567 -1.131 -0.493
C 5.419 0.149 -0.491
C 4.381 1.257 -0.424
C 3.076 0.481 -0.273
O 1.976 1.051 -0.133
N 3.242 -0.843 -0.321
H 6.052 0.167 -1.378
H 6.074 0.116 0.382
H 4.320 1.842 -1.342
H 4.494 1.960 0.403
C 1.091 -0.744 -6.377
C -0.055 0.165 -6.029
C -0.736 0.799 -7.068
C -1.785 1.675 -6.831
C -2.177 1.932 -5.528
C -1.505 1.303 -4.487
C -0.451 0.415 -4.705
Sb 0.398 -0.328 -2.824
C 0.045 -2.427 -3.291
C -0.919 -2.708 -4.261
C -1.264 -4.004 -4.618
C -0.617 -5.068 -4.009
C 0.326 -4.810 -3.028
C 0.650 -3.511 -2.628
C 1.566 -3.350 -1.445
C 2.445 -0.201 -3.474
C 3.224 -1.314 -3.765
C 4.557 -1.190 -4.130
C 5.122 0.071 -4.228
C 4.352 1.191 -3.954
C 3.018 1.079 -3.565
C 2.237 2.323 -3.240
H 1.002 -1.090 -7.409
H 1.135 -1.614 -5.725
H 2.046 -0.224 -6.272
H -0.430 0.596 -8.089
H -2.291 2.150 -7.663
H -2.993 2.614 -5.318
H -1.810 1.518 -3.467
H -1.419 -1.891 -4.773
H -2.020 -4.173 -5.375
H -0.854 -6.090 -4.281
H 0.810 -5.638 -2.520
H 1.574 -4.267 -0.851
H 1.222 -2.525 -0.799
H 2.598 -3.111 -1.700
H 2.788 -2.304 -3.721
H 5.151 -2.075 -4.324
H 6.163 0.184 -4.507
H 4.793 2.180 -4.029
H 2.856 3.213 -3.364
H 1.868 2.320 -2.210
H 1.370 2.434 -3.897
O 0.022 3.855 -1.149
S -0.820 2.847 -0.439
C -1.244 3.606 1.152
C -2.273 4.680 0.835
C -3.305 3.961 -0.030
C -2.524 3.148 -1.066
H -0.301 3.950 1.575
H -1.656 2.823 1.794
H -1.793 5.481 0.269
H -2.710 5.113 1.737
H -4.008 4.644 -0.509
H -3.886 3.281 0.601
H -2.322 3.714 -1.977
H -2.998 2.203 -1.328

Properties
Frontier orbital gap   4.922 eV
Total energy   -3666.693658 Eh
Charge   -1
Multiplicity   1
HOMO energy   -3.17 eV
Relative energy (zero: lowest compared OMol25 entry of this formula, charge and spin)   10.9 kcal per mole

Atomic partial charges in e from the Löwdin method, atoms 1 to 99:
1. Pd 0.078
2. C -0.284
3. P 0.992
4. C -0.378
5. N 0.126
6. C -0.213
7. C -0.022
8. C -0.093
9. C -0.092
10. C -0.021
11. C -0.214
12. N 0.122
13. C -0.359
14. P 0.900
15. C -0.242
16. C -0.692
17. C -0.123
18. C -0.113
19. C -0.097
20. C -0.715
21. C -0.104
22. C -0.107
23. C -0.106
24. H 0.018
25. H 0.021
26. H 0.032
27. H 0.110
28. H 0.097
29. H 0.097
30. H 0.111
31. H 0.028
32. H 0.041
33. H 0.033
34. H 0.008
35. H 0.088
36. H 0.075
37. H 0.033
38. H 0.080
39. H 0.081
40. H 0.075
41. H 0.082
42. H 0.062
43. H 0.046
44. H 0.088
45. H 0.072
46. H 0.034
47. H 0.076
48. H 0.086
49. H 0.066
50. H 0.083
51. H 0.061
52. O 0.004
53. C -0.517
54. C -0.093
55. C -0.089
56. C -0.562
57. O -0.139
58. N 0.150
59. H 0.099
60. H 0.108
61. H 0.093
62. H 0.112
63. C -0.049
64. C -0.292
65. C -0.064
66. C -0.101
67. C -0.101
68. C -0.153
69. C -0.322
70. Sb 1.547
71. C -0.316
72. C -0.155
73. C -0.105
74. C -0.100
75. C -0.073
76. C -0.325
77. C -0.087
78. C -0.323
79. C -0.130
80. C -0.086
81. C -0.100
82. C -0.075
83. C -0.320
84. C -0.075
85. H 0.076
86. H 0.059
87. H 0.083
88. H 0.103
89. H 0.094
90. H 0.094
91. H 0.056
92. H 0.086
93. H 0.094
94. H 0.094
95. H 0.107
96. H 0.079
97. H -0.004
98. H 0.060
99. H 0.087



# C20H38Br10NO2

6 unconnected molecules or ions with the total composition C20H38Br10NO2 (wB97M-V/def2-TZVPD, the Open Molecules 2025 dataset).

Atoms and positions in Å:
C -4.474 -6.011 2.565
C -4.915 -4.491 2.839
O -6.118 -4.247 2.972
O -3.872 -3.555 2.855
C -4.307 -2.254 3.310
C -4.647 -1.291 2.064
C -3.551 -1.408 0.898
C -2.199 -0.617 1.286
C -1.039 -0.805 0.211
C 0.169 0.257 0.166
C 0.719 -0.004 -1.328
N -0.173 -0.560 -2.130
C -1.441 -0.698 -1.323
H -4.578 -6.158 1.447
H -5.129 -6.753 3.106
H -3.367 -6.097 2.818
H -5.120 -2.267 4.095
H -3.392 -1.770 3.808
H -5.712 -1.425 1.694
H -4.580 -0.203 2.426
H -3.256 -2.475 0.659
H -3.952 -0.928 -0.048
H -2.409 0.499 1.356
H -1.785 -0.961 2.297
H -0.537 -1.815 0.417
H 1.095 0.027 0.781
H -0.072 1.366 0.157
H 1.750 0.209 -1.749
H -0.089 -0.856 -3.107
H -1.890 0.344 -1.450
H -2.136 -1.525 -1.656
Br 4.482 -0.083 -1.297
C 5.372 -1.053 -2.734
C 4.541 -1.045 -3.992
Br 3.058 -2.307 -3.871
H 5.580 -2.055 -2.360
H 6.314 -0.527 -2.893
H 5.131 -1.382 -4.845
H 4.109 -0.070 -4.216
Br 4.751 4.890 -2.530
C 4.850 3.446 -3.835
C 3.489 3.116 -4.390
Br 2.441 2.076 -3.114
H 5.327 2.603 -3.340
H 5.504 3.817 -4.621
H 3.577 2.480 -5.272
H 2.900 3.997 -4.641
Br 0.661 0.421 3.712
C -0.209 0.911 5.387
C -0.463 -0.301 6.248
Br -1.990 -1.327 5.600
H -1.117 1.452 5.126
H 0.486 1.593 5.879
H -0.731 -0.003 7.262
H 0.384 -0.985 6.287
Br -3.647 2.147 5.727
C -5.497 2.680 5.422
C -6.050 2.042 4.173
Br -5.387 2.929 2.568
H -5.513 3.769 5.393
H -6.041 2.336 6.302
H -7.134 2.154 4.132
H -5.795 0.987 4.080
Br 7.340 1.643 -4.933
C 7.321 1.491 -6.880
C 7.282 2.846 -7.542
Br 5.497 3.626 -7.460
H 6.472 0.860 -7.141
H 8.246 0.970 -7.131
H 7.504 2.760 -8.606
H 7.963 3.565 -7.090

Properties
Frontier orbital gap   8.426 eV
Total energy   -26729.963992 Eh
Charge   +1
Multiplicity   1
HOMO energy   -11.92 eV

The Löwdin scheme yields these atomic charges, measured in e:
1. C 0.010
2. C -0.433
3. O 0.065
4. O -0.059
5. C -0.207
6. C -0.136
7. C -0.177
8. C -0.155
9. C -0.262
10. C -0.082
11. C -0.038
12. N 0.105
13. C -0.105
14. H 0.089
15. H 0.094
16. H 0.086
17. H 0.139
18. H -0.023
19. H 0.122
20. H 0.086
21. H 0.115
22. H 0.110
23. H 0.125
24. H 0.090
25. H 0.164
26. H 0.096
27. H 0.149
28. H -0.028
29. H 0.167
30. H 0.154
31. H 0.142
32. Br 0.628
33. C -0.660
34. C -0.698
35. Br 0.618
36. H 0.059
37. H 0.031
38. H 0.062
39. H 0.006
40. Br 0.635
41. C -0.783
42. C -0.660
43. Br 0.676
44. H -0.015
45. H -0.027
46. H 0.035
47. H 0.061
48. Br 0.658
49. C -0.680
50. C -0.656
51. Br 0.709
52. H -0.029
53. H 0.066
54. H 0.065
55. H 0.055
56. Br 0.652
57. C -0.670
58. C -0.687
59. Br 0.603
60. H 0.055
61. H 0.063
62. H 0.064
63. H 0.033
64. Br 0.725
65. C -0.652
66. C -0.660
67. Br 0.678
68. H 0.053
69. H 0.063
70. H 0.064
71. H 0.060



# C13H32FN2O7PS

A molecular structure, C13H32FN2O7PS (wB97M-V/def2-TZVPD, the Open Molecules 2025 dataset).

Atoms and positions in Å:
O 1.238 2.035 -2.103
N 0.445 1.472 -2.725
O -0.756 2.263 -2.837
C -1.814 1.526 -2.282
N -1.661 1.416 -0.808
P -1.714 -0.211 -0.262
O -0.667 -0.958 -0.974
O -1.414 -0.336 1.276
O -3.102 -0.875 -0.661
S -2.699 2.428 0.018
O -2.752 2.124 1.391
O -4.003 2.493 -0.515
F -2.014 3.816 -0.056
H -2.744 2.007 -2.586
H -1.827 0.510 -2.692
H -0.620 -0.899 1.337
H -2.860 -1.678 -1.160
C 3.327 7.024 2.057
C 3.561 5.625 2.618
C 3.712 4.557 1.535
C 2.483 4.361 0.644
C 1.197 4.000 1.387
C 1.284 2.672 2.134
H 2.400 7.080 1.483
H 3.253 7.752 2.867
H 4.151 7.326 1.408
H 2.748 5.362 3.301
H 4.473 5.637 3.220
H 3.974 3.607 2.010
H 4.563 4.816 0.897
H 2.705 3.574 -0.083
H 2.309 5.268 0.057
H 0.386 3.938 0.659
H 0.922 4.797 2.083
H 1.511 1.854 1.445
H 0.334 2.448 2.622
H 2.053 2.692 2.908
C 0.208 -7.012 0.486
C -0.121 -6.819 -0.991
C -0.055 -5.359 -1.438
C -1.050 -4.426 -0.747
C -2.520 -4.822 -0.891
C -3.006 -4.816 -2.338
H -0.504 -6.495 1.131
H 0.175 -8.071 0.748
H 1.210 -6.641 0.714
H -1.107 -7.239 -1.206
H 0.593 -7.394 -1.586
H -0.204 -5.314 -2.521
H 0.955 -4.978 -1.260
H -0.916 -3.416 -1.146
H -0.806 -4.357 0.318
H -3.128 -4.116 -0.315
H -2.697 -5.806 -0.448
H -2.883 -3.827 -2.788
H -4.064 -5.077 -2.387
H -2.463 -5.537 -2.950

Properties
Frontier orbital gap   10.387 eV
Total energy   -1990.103965 Eh
Multiplicity   1
HOMO energy   -10.89 eV

The Löwdin scheme yields these atomic charges, measured in e:
1. O 0.113
2. N 0.011
3. O -0.094
4. C -0.250
5. N -0.195
6. P 0.375
7. O -0.266
8. O -0.083
9. O -0.083
10. S 0.542
11. O -0.227
12. O -0.215
13. F -0.101
14. H 0.136
15. H 0.124
16. H 0.114
17. H 0.086
18. C -0.113
19. C -0.271
20. C -0.228
21. C -0.226
22. C -0.262
23. C -0.102
24. H 0.065
25. H 0.068
26. H 0.074
27. H 0.098
28. H 0.103
29. H 0.100
30. H 0.109
31. H 0.100
32. H 0.103
33. H 0.081
34. H 0.103
35. H 0.072
36. H 0.069
37. H 0.066
38. C -0.113
39. C -0.270
40. C -0.223
41. C -0.231
42. C -0.268
43. C -0.107
44. H 0.064
45. H 0.069
46. H 0.075
47. H 0.098
48. H 0.104
49. H 0.102
50. H 0.112
51. H 0.080
52. H 0.103
53. H 0.098
54. H 0.100
55. H 0.069
56. H 0.071
57. H 0.068



# C60H81BrN13O3

11 unconnected molecules or ions with the total composition C60H81BrN13O3 (wB97M-V/def2-TZVPD, the Open Molecules 2025 dataset).

Atoms and positions in Å:
O 3.094 -0.113 4.406
C 4.202 0.358 4.303
O 5.211 -0.162 3.565
C 5.384 -1.591 3.717
C 5.525 -2.205 2.291
C 4.602 -3.419 2.041
C 3.194 -3.052 1.502
N 3.256 -1.997 0.483
C 4.089 -2.092 -0.602
C 3.920 -0.927 -1.308
Br 4.828 -0.431 -2.878
N 2.989 -0.211 -0.602
C 2.506 1.146 -0.979
C 3.155 2.160 0.027
C 2.141 3.126 0.677
C 2.685 3.645 2.015
O 1.672 4.410 2.671
C 2.549 -0.857 0.492
C 1.512 -0.372 1.459
C 0.371 -1.414 1.701
C -0.834 -1.125 0.778
C -1.994 -2.138 0.977
N -3.169 -1.531 1.587
C -4.186 -0.792 1.076
C -5.109 -0.416 2.070
C -4.592 -1.030 3.279
C -3.433 -1.648 2.915
H 4.423 1.322 4.804
H 6.331 -1.747 4.251
H 4.599 -2.075 4.310
H 6.561 -2.564 2.211
H 5.416 -1.388 1.568
H 5.088 -4.024 1.256
H 4.538 -4.079 2.915
H 2.687 -3.954 1.135
H 2.627 -2.640 2.348
H 4.757 -2.918 -0.807
H 1.415 1.202 -0.970
H 2.938 1.339 -1.966
H 3.988 2.681 -0.466
H 3.627 1.590 0.849
H 1.178 2.649 0.903
H 1.987 3.980 0.000
H 2.965 2.810 2.682
H 3.586 4.268 1.887
H 1.698 4.197 3.611
H 1.943 0.014 2.392
H 1.016 0.479 0.973
H 0.008 -1.367 2.737
H 0.710 -2.425 1.447
H -1.217 -0.101 0.901
H -0.539 -1.214 -0.284
H -2.313 -2.583 0.022
H -1.702 -2.983 1.614
H -4.314 -0.509 0.034
H -6.007 0.184 1.991
H -5.026 -1.005 4.272
H -2.822 -2.197 3.630
N -3.971 2.806 0.522
C -3.974 4.014 1.169
C -4.415 4.968 0.293
C -4.698 4.317 -0.934
C -4.419 2.988 -0.762
H -3.702 1.926 0.928
H -3.660 4.088 2.197
H -4.524 6.018 0.508
H -5.066 4.772 -1.840
H -4.497 2.154 -1.441
N -6.603 0.903 -3.554
C -6.756 0.229 -4.736
C -6.831 1.154 -5.743
C -6.717 2.442 -5.142
C -6.571 2.248 -3.795
H -6.525 0.475 -2.648
H -6.794 -0.848 -4.754
H -6.951 0.936 -6.791
H -6.734 3.396 -5.644
H -6.450 2.951 -2.987
N -3.327 -0.300 -4.172
C -2.617 0.416 -5.091
C -1.473 -0.282 -5.382
C -1.501 -1.472 -4.607
C -2.662 -1.453 -3.877
H -4.209 -0.019 -3.778
H -2.986 1.361 -5.456
H -0.704 0.025 -6.072
H -0.756 -2.252 -4.588
H -3.069 -2.158 -3.170
N -1.567 3.970 -6.308
C -2.666 4.063 -7.120
C -2.923 5.391 -7.329
C -1.939 6.130 -6.619
C -1.117 5.226 -6.003
H -1.156 3.113 -5.987
H -3.167 3.179 -7.477
H -3.727 5.790 -7.925
H -1.847 7.202 -6.569
H -0.253 5.367 -5.374
N 0.145 -5.023 -1.156
C -0.831 -4.610 -2.027
C -1.838 -5.536 -2.001
C -1.461 -6.547 -1.074
C -0.238 -6.203 -0.568
H 1.003 -4.537 -0.977
H -0.720 -3.696 -2.588
H -2.745 -5.495 -2.581
H -2.027 -7.426 -0.811
H 0.395 -6.691 0.156
N 0.801 6.383 4.733
C -0.523 6.717 4.834
C -0.800 6.944 6.156
C 0.404 6.743 6.882
C 1.373 6.401 5.977
H 1.281 6.159 3.879
H -1.149 6.764 3.959
H -1.760 7.224 6.558
H 0.541 6.840 7.947
H 2.417 6.167 6.107
N -9.090 -4.175 -2.560
C -7.804 -3.978 -2.140
C -7.550 -2.632 -2.182
C -8.734 -1.993 -2.642
C -9.664 -2.971 -2.864
H -9.544 -5.067 -2.634
H -7.184 -4.809 -1.849
H -6.619 -2.160 -1.911
H -8.883 -0.936 -2.792
H -10.682 -2.915 -3.211
N 5.017 3.153 8.814
C 4.304 4.255 9.201
C 3.194 4.341 8.406
C 3.235 3.243 7.504
C 4.371 2.528 7.784
H 5.881 2.850 9.225
H 4.649 4.880 10.007
H 2.435 5.104 8.463
H 2.511 3.006 6.740
H 4.774 1.632 7.342
N 7.445 0.702 -0.927
C 8.169 0.136 -1.944
C 9.490 0.421 -1.727
C 9.569 1.183 -0.531
C 8.294 1.338 -0.059
H 6.448 0.657 -0.831
H 7.684 -0.416 -2.729
H 10.311 0.116 -2.355
H 10.462 1.573 -0.070
H 7.917 1.845 0.814
N 2.190 -8.009 -2.068
C 3.419 -8.437 -2.499
C 3.423 -9.806 -2.467
C 2.147 -10.222 -2.005
C 1.409 -9.093 -1.769
H 1.906 -7.051 -1.984
H 4.181 -7.733 -2.788
H 4.249 -10.439 -2.746
H 1.809 -11.235 -1.862
H 0.400 -8.966 -1.416

Properties
Frontier orbital gap   6.746 eV
Total energy   -5846.106900 Eh
Charge   +1
Multiplicity   1
HOMO energy   -9.55 eV

Atomic partial charges in e from the Löwdin method, atoms 1 to 99:
1. O 0.057
2. C -0.323
3. O -0.040
4. C -0.141
5. C -0.139
6. C -0.150
7. C -0.100
8. N -0.011
9. C -0.043
10. C -0.618
11. Br 0.929
12. N -0.021
13. C -0.080
14. C -0.152
15. C -0.167
16. C -0.247
17. O -0.077
18. C -0.151
19. C -0.054
20. C -0.155
21. C -0.160
22. C -0.121
23. N -0.126
24. C -0.137
25. C -0.065
26. C -0.083
27. C -0.141
28. H 0.144
29. H 0.132
30. H 0.126
31. H 0.122
32. H 0.104
33. H 0.110
34. H 0.129
35. H 0.131
36. H 0.127
37. H 0.149
38. H 0.133
39. H 0.088
40. H 0.124
41. H 0.105
42. H 0.110
43. H 0.131
44. H 0.109
45. H 0.131
46. H 0.078
47. H 0.112
48. H 0.096
49. H 0.132
50. H 0.093
51. H 0.120
52. H 0.113
53. H 0.120
54. H 0.127
55. H 0.106
56. H 0.096
57. H 0.098
58. H 0.121
59. N 0.008
60. C -0.139
61. C -0.106
62. C -0.112
63. C -0.157
64. H 0.109
65. H 0.106
66. H 0.094
67. H 0.091
68. H 0.085
69. N -0.005
70. C -0.163
71. C -0.097
72. C -0.095
73. C -0.140
74. H 0.129
75. H 0.106
76. H 0.094
77. H 0.094
78. H 0.092
79. N 0.025
80. C -0.130
81. C -0.112
82. C -0.125
83. C -0.151
84. H 0.114
85. H 0.099
86. H 0.088
87. H 0.077
88. H 0.100
89. N -0.002
90. C -0.148
91. C -0.108
92. C -0.110
93. C -0.147
94. H 0.126
95. H 0.103
96. H 0.092
97. H 0.091
98. H 0.101
99. N -0.007



What is the frontier orbital gap in the fourth record? 6.746 eV